[1]
The following is a quantum chemistry calculation of a structure of composition C20H14N4O8RbS, from the OMol25 dataset.

Geometry as XYZ:
```
48
Properties=species:S:1:pos:R:3
Rb 0.365 0.249 0.454
O 1.510 3.357 -2.064
C 0.564 2.451 -2.346
O -0.589 2.565 -2.026
C 1.142 1.197 -2.969
C 2.023 1.167 -4.035
C 2.522 -0.078 -4.407
C 2.196 -1.205 -3.671
C 1.357 -1.061 -2.569
N 0.800 0.115 -2.283
C 1.108 -2.167 -1.536
O 0.505 -3.178 -1.910
O 1.552 -1.863 -0.397
H 1.149 3.953 -1.370
H 2.319 2.075 -4.541
H 3.195 -0.156 -5.252
H 2.602 -2.178 -3.912
O 0.815 4.490 0.509
S 1.103 3.939 1.824
O 2.453 4.120 2.293
N 0.602 2.423 1.948
C -0.431 2.288 2.825
O -1.017 1.243 3.083
C -0.809 3.609 3.464
C -1.793 3.851 4.406
C -1.964 5.157 4.847
C -1.168 6.190 4.352
C -0.182 5.942 3.405
C -0.033 4.635 2.982
H -2.395 3.032 4.777
H -2.723 5.382 5.585
H -1.321 7.199 4.715
H 0.443 6.737 3.021
N -4.263 -3.660 5.561
C -3.006 -3.833 5.065
O -2.248 -4.669 5.513
C -2.648 -2.998 3.866
C -1.637 -3.440 3.029
C -1.314 -2.674 1.918
N -1.911 -1.517 1.631
C -2.860 -1.086 2.454
C -3.272 -1.793 3.573
H -4.548 -4.281 6.298
H -4.959 -3.142 5.059
H -1.115 -4.362 3.241
H -0.538 -2.994 1.228
H -3.293 -0.120 2.227
H -4.033 -1.367 4.214
```

As for the energy above the lowest of the compared OMol25 structures with the same formula, charge and spin: 19.20 kcal per mole. The frontier orbital gap is 8.0 eV. The multiplicity is 1. For the total energy, the calculation gives -2013.9835 Eh. Its charge is -1.

[2]
The following is a quantum chemistry calculation of a structure of composition C20H15AuBrN4O3S at a distorted geometry, from the OMol25 dataset.

Geometry as XYZ:
```
45
Properties=species:S:1:pos:R:3
Au 0.332 0.124 -0.024
O 0.613 3.868 0.092
S -0.090 3.082 -0.856
O -1.044 3.588 -1.771
N -0.763 1.791 -0.013
C -1.833 1.843 0.785
C -2.662 2.967 0.967
C -3.737 2.871 1.832
C -4.009 1.679 2.507
C -3.181 0.519 2.330
C -3.410 -0.718 2.968
C -2.560 -1.767 2.711
C -1.480 -1.586 1.841
N -1.246 -0.425 1.238
C -2.096 0.616 1.474
C 1.093 2.098 -1.747
C 1.135 2.101 -3.122
C 2.153 1.383 -3.748
C 3.093 0.641 -3.020
C 3.039 0.607 -1.648
C 2.022 1.324 -0.950
H -2.462 3.893 0.439
H -4.377 3.731 1.979
H -4.860 1.617 3.174
H -4.248 -0.834 3.644
H -2.707 -2.733 3.173
H -0.796 -2.397 1.629
H 0.428 2.688 -3.694
H 2.228 1.416 -4.829
H 3.890 0.131 -3.546
H 3.802 0.092 -1.077
H 2.188 1.602 0.088
O -1.204 -1.738 -2.524
N -1.346 -0.742 -1.973
Br 3.580 -5.616 0.342
C 2.719 -4.016 0.226
C 2.289 -3.522 -1.012
C 1.636 -2.317 -1.066
N 1.390 -1.593 0.045
C 1.805 -2.053 1.247
C 2.474 -3.245 1.369
H 2.470 -4.075 -1.923
H 1.306 -1.896 -2.005
H 1.616 -1.424 2.106
H 2.812 -3.573 2.343
```

As for the energy above the lowest of the compared OMol25 structures with the same formula, charge and spin: 6.69 kcal per mole. The frontier orbital gap (spin up / spin down) is 5.5 / 5.9 eV. The multiplicity is 3. For the total energy, the calculation gives -4322.5811 Eh. Its charge is +3.

[3]
The following is a quantum chemistry calculation of the ion C20H15Cl4O7 with charge -1 at a distorted geometry, from the OMol25 dataset.

Geometry as XYZ:
```
46
Properties=species:S:1:pos:R:3
Cl 4.090 -1.267 2.527
C 2.487 -1.664 2.117
C 1.597 -0.655 1.685
Cl 2.061 0.936 2.118
C 0.369 -0.941 1.036
O -0.900 -0.330 1.276
C 0.149 -2.430 0.776
O -0.889 -2.839 0.227
C 0.925 -3.381 1.554
Cl 0.403 -4.988 1.580
C 2.129 -3.024 2.155
Cl 3.159 -4.215 2.807
C -1.576 3.247 3.582
C -0.417 3.221 2.627
O -0.744 2.081 1.776
C 0.022 1.859 0.702
C -0.246 0.320 0.184
C -1.468 0.846 -0.776
C -2.260 0.010 -1.695
C -2.090 -1.361 -1.715
C -2.751 -2.160 -2.635
C -3.677 -1.592 -3.511
C -3.937 -0.212 -3.435
C -3.242 0.590 -2.527
O -1.780 2.035 -0.680
C 0.730 -0.047 -0.906
O 0.487 -0.885 -1.760
O 1.887 0.621 -0.885
C 2.940 0.168 -1.821
C 4.233 0.454 -1.122
O 0.704 2.656 0.106
H -1.420 4.016 4.336
H -2.506 3.462 3.047
H -1.686 2.280 4.083
H -0.338 4.129 2.016
H 0.531 2.989 3.125
H -1.450 -1.801 -0.951
H -2.519 -3.223 -2.643
H -4.197 -2.224 -4.233
H -4.685 0.236 -4.092
H -3.448 1.660 -2.466
H 2.815 -0.900 -2.024
H 2.821 0.756 -2.740
H 5.074 0.217 -1.777
H 4.286 1.506 -0.830
H 4.325 -0.157 -0.218
```

As for the energy above the lowest of the compared OMol25 structures with the same formula, charge and spin: 94.95 kcal per mole. The frontier orbital gap is 6.5 eV. The multiplicity is 1. For the total energy, the calculation gives -3138.4533 Eh. Its charge is -1.

[4]
The following is a quantum chemistry calculation of a structure of composition C20H15Cl5MoN2O3S, from the OMol25 dataset.

Geometry as XYZ:
```
47
Properties=species:S:1:pos:R:3
Mo -0.159 0.908 0.153
Cl 2.627 0.415 0.458
C 1.908 0.096 2.043
C 0.541 0.263 2.087
C -0.075 0.019 3.306
Cl -1.786 0.210 3.431
C 0.664 -0.388 4.418
Cl -0.118 -0.703 5.913
C 2.051 -0.544 4.317
Cl 2.965 -1.049 5.678
C 2.700 -0.299 3.108
Cl 4.395 -0.484 2.939
C -4.071 1.256 -0.302
C -3.953 -0.224 -0.086
C -5.074 -1.043 -0.062
C -4.955 -2.411 0.115
C -3.708 -3.000 0.281
C -2.559 -2.229 0.267
C -1.202 -2.840 0.459
C -2.704 -0.842 0.072
N -1.543 -0.088 0.070
H -5.099 1.572 -0.137
H -3.828 1.512 -1.334
H -3.417 1.806 0.377
H -6.051 -0.595 -0.191
H -5.846 -3.027 0.130
H -3.627 -4.070 0.425
H -0.697 -2.408 1.325
H -0.559 -2.665 -0.407
H -1.285 -3.915 0.609
N 0.559 3.086 0.311
C -0.333 3.161 -0.821
C -0.020 2.378 -1.936
C -0.901 2.312 -3.019
C -2.084 3.016 -2.966
C -2.370 3.829 -1.863
C -1.515 3.904 -0.784
S -3.337 2.802 -4.247
O -2.588 2.310 -5.384
O -3.906 4.127 -4.381
O -4.210 1.828 -3.614
H 1.514 3.330 0.069
H 0.247 3.637 1.100
H 0.956 1.885 -1.966
H -0.684 1.707 -3.890
H -3.289 4.402 -1.876
H -1.752 4.523 0.073
```

As for the energy above the lowest of the compared OMol25 structures with the same formula, charge and spin: 0.00 kcal per mole. The frontier orbital gap (spin up / spin down) is 6.9 / 6.7 eV. The multiplicity is 3. For the total energy, the calculation gives -3873.6578 Eh. Its charge is 0.

[5]
The following is a quantum chemistry calculation of the molecule C20H15ClN4O2S at a distorted geometry, from the OMol25 dataset.

Geometry as XYZ:
```
43
Properties=species:S:1:pos:R:3
O 0.214 2.038 1.510
C -0.277 1.485 2.465
C -1.645 0.829 2.387
S -2.208 0.787 0.661
C -0.899 -0.182 0.066
N -0.183 -1.001 0.791
N 0.758 -1.511 -0.003
C 0.612 -1.020 -1.209
C 1.493 -1.361 -2.310
C 1.088 -1.417 -3.643
C 2.030 -1.761 -4.600
N 3.289 -2.049 -4.324
C 3.666 -2.019 -3.056
C 2.819 -1.685 -2.015
N -0.452 -0.147 -1.221
C -0.959 0.729 -2.252
C -2.186 0.176 -2.905
C -3.491 0.172 -2.509
C -4.207 -0.518 -3.518
C -3.286 -0.882 -4.448
O -2.060 -0.469 -4.087
C 0.416 1.392 3.768
C -0.198 0.951 4.940
C 0.512 0.896 6.122
C 1.848 1.275 6.142
Cl 2.729 1.202 7.620
C 2.477 1.715 4.986
C 1.759 1.774 3.810
H -2.386 1.405 2.942
H -1.604 -0.197 2.751
H 0.068 -1.232 -3.937
H 1.758 -1.811 -5.646
H 4.702 -2.274 -2.872
H 3.154 -1.670 -0.991
H -0.173 0.884 -2.995
H -1.206 1.683 -1.772
H -3.886 0.607 -1.615
H -5.259 -0.712 -3.541
H -3.368 -1.415 -5.375
H -1.236 0.657 4.943
H 0.037 0.559 7.031
H 3.515 2.007 5.013
H 2.225 2.113 2.898
```

As for the energy above the lowest of the compared OMol25 structures with the same formula, charge and spin: 0.00 kcal per mole. The frontier orbital gap is 8.4 eV. The multiplicity is 1. For the total energy, the calculation gives -1999.0056 Eh. Its charge is 0.

[6]
The following is a quantum chemistry calculation of a structure of composition C20H15I2N3O4S5Ta, from the OMol25 dataset.

Geometry as XYZ:
```
50
Properties=species:S:1:pos:R:3
Ta -0.833 1.364 -0.034
I 0.430 1.284 4.925
C 1.677 1.337 3.272
C 3.079 1.230 3.421
C 3.921 1.263 2.339
I 5.968 1.117 2.663
C 3.395 1.392 1.024
C 4.142 1.465 -0.171
C 3.510 1.607 -1.378
C 2.112 1.652 -1.426
N 1.376 1.561 -0.326
C 2.000 1.470 0.895
C 1.147 1.473 2.016
O -0.176 1.604 1.741
H 3.482 1.128 4.418
H 5.222 1.422 -0.121
H 4.072 1.681 -2.297
H 1.575 1.742 -2.359
S -5.222 6.836 -2.382
C -4.264 5.621 -1.914
S -2.515 5.667 -2.053
C -2.229 4.098 -1.356
C -3.306 3.398 -0.960
S -3.154 1.807 -0.252
S -4.865 4.138 -1.197
S -0.606 3.476 -1.141
C -3.262 -2.932 -1.143
C -2.407 -3.319 0.056
C -0.979 -2.720 0.015
C -0.185 -3.114 1.278
C 1.215 -2.512 1.332
C -0.265 -3.262 -1.214
O -0.046 -4.431 -1.366
N 0.119 -2.346 -2.190
C 0.017 -0.977 -2.160
O 0.438 -0.250 -3.020
N -0.634 -0.462 -1.031
C -1.100 -1.234 -0.031
O -1.623 -0.561 0.901
H -4.248 -3.387 -1.062
H -2.822 -3.274 -2.081
H -3.410 -1.851 -1.206
H -2.287 -4.401 0.110
H -2.871 -2.983 0.985
H -0.128 -4.202 1.279
H -0.767 -2.802 2.146
H 1.822 -2.826 0.480
H 1.731 -2.832 2.236
H 1.185 -1.417 1.351
H 0.567 -2.735 -3.012
```

As for the energy above the lowest of the compared OMol25 structures with the same formula, charge and spin: 6.72 kcal per mole. The frontier orbital gap is 5.4 eV. The multiplicity is 1. For the total energy, the calculation gives -3879.7067 Eh. Its charge is +1.

Repeat the first record exactly.
The following is a quantum chemistry calculation of a structure of composition C20H14N4O8RbS, from the OMol25 dataset.

Geometry as XYZ:
```
48
Properties=species:S:1:pos:R:3
Rb 0.365 0.249 0.454
O 1.510 3.357 -2.064
C 0.564 2.451 -2.346
O -0.589 2.565 -2.026
C 1.142 1.197 -2.969
C 2.023 1.167 -4.035
C 2.522 -0.078 -4.407
C 2.196 -1.205 -3.671
C 1.357 -1.061 -2.569
N 0.800 0.115 -2.283
C 1.108 -2.167 -1.536
O 0.505 -3.178 -1.910
O 1.552 -1.863 -0.397
H 1.149 3.953 -1.370
H 2.319 2.075 -4.541
H 3.195 -0.156 -5.252
H 2.602 -2.178 -3.912
O 0.815 4.490 0.509
S 1.103 3.939 1.824
O 2.453 4.120 2.293
N 0.602 2.423 1.948
C -0.431 2.288 2.825
O -1.017 1.243 3.083
C -0.809 3.609 3.464
C -1.793 3.851 4.406
C -1.964 5.157 4.847
C -1.168 6.190 4.352
C -0.182 5.942 3.405
C -0.033 4.635 2.982
H -2.395 3.032 4.777
H -2.723 5.382 5.585
H -1.321 7.199 4.715
H 0.443 6.737 3.021
N -4.263 -3.660 5.561
C -3.006 -3.833 5.065
O -2.248 -4.669 5.513
C -2.648 -2.998 3.866
C -1.637 -3.440 3.029
C -1.314 -2.674 1.918
N -1.911 -1.517 1.631
C -2.860 -1.086 2.454
C -3.272 -1.793 3.573
H -4.548 -4.281 6.298
H -4.959 -3.142 5.059
H -1.115 -4.362 3.241
H -0.538 -2.994 1.228
H -3.293 -0.120 2.227
H -4.033 -1.367 4.214
```

As for the energy above the lowest of the compared OMol25 structures with the same formula, charge and spin: 19.20 kcal per mole. The frontier orbital gap is 8.0 eV. The multiplicity is 1. For the total energy, the calculation gives -2013.9835 Eh. Its charge is -1.